(1)
Here is a 2-piece molecular cluster, CH6OS2 overall at a distorted geometry from the Open Molecules 2025 dataset. Energies are from wB97M-V/def2-TZVPD.

Cartesian coordinates (Å):
C 1.019 1.482 0.691
S -0.441 0.465 0.722
S 0.334 -1.374 0.319
H 1.512 1.464 -0.280
H 1.643 1.183 1.535
H 0.658 2.502 0.858
H -0.541 -1.511 -0.705
H -0.180 0.299 -3.160
H -1.603 0.336 -2.587
O -0.686 0.218 -2.319

Multiplicity: 2
Total charge: +1
Orbital gap (alpha / beta): 10.6 / 7.4 eV
HOMO (alpha / beta): -15.2 / -15.6 eV
<S²>: 0.754
LUMO energy (alpha / beta): -4.634 / -8.172 eV

(2)
Here is a 2-piece molecular cluster, CH6OSSi overall at a distorted geometry from the Open Molecules 2025 dataset. Energies are from wB97M-V/def2-TZVPD.

Cartesian coordinates (Å):
C -0.255 -1.856 -1.161
O 0.742 1.434 -0.240
Si 0.088 1.362 1.325
S 0.360 0.634 -1.570
H -1.216 -1.335 -0.768
H 0.492 -2.274 -0.460
H -0.141 -2.040 -2.210
H 1.229 1.334 2.241
H -0.620 0.119 1.492
H -0.679 2.622 1.353

Orbital gap (alpha / beta): 7.5 / 7.5 eV
HOMO (alpha / beta): -8.1 / -8.1 eV
LUMO energy (alpha / beta): -0.620 / -0.633 eV

(3)
Here is a 2-piece molecular cluster, CH6P2 overall at a distorted geometry from the Open Molecules 2025 dataset. Energies are from wB97M-V/def2-TZVPD.

Cartesian coordinates (Å):
C 0.054 0.269 -0.199
P 1.599 -0.677 -0.046
P -1.461 -0.701 0.193
H -0.008 0.775 -1.161
H -0.061 1.623 0.721
H 2.453 0.395 0.196
H 1.485 -1.014 1.298
H -1.722 -1.050 -1.133
H -2.338 0.380 0.130

Orbital gap: 9.7 eV
HOMO: -9.3 eV
LUMO energy: 0.396 eV

(4)
Here is one molecule with the formula CH6P2S at a distorted geometry from the Open Molecules 2025 dataset. Energies are from wB97M-V/def2-TZVPD.

Cartesian coordinates (Å):
C -0.420 0.064 -0.370
P -1.563 -1.118 0.440
P 0.969 0.696 0.492
S 2.436 -0.617 -0.070
H -1.076 1.074 -0.426
H 1.581 -0.633 -1.102
H -1.782 -1.933 -0.602
H -2.761 -0.521 0.048
H 1.311 1.855 -0.254
H 1.304 1.132 1.846

Multiplicity: 3
Orbital gap (alpha / beta): 5.2 / 7.8 eV
HOMO (alpha / beta): -4.4 / -9.9 eV
<S²>: 2.009
LUMO energy (alpha / beta): 0.828 / -2.088 eV

(5)
Here is a 2-piece molecular cluster, CH6P2S overall at a distorted geometry from the Open Molecules 2025 dataset. Energies are from wB97M-V/def2-TZVPD.

Cartesian coordinates (Å):
C -1.215 0.697 -0.275
P 1.298 2.278 -0.313
P -0.535 -1.855 1.099
S -0.865 -0.914 -0.764
H -1.442 0.880 0.758
H -1.632 1.319 -1.040
H 1.918 1.310 0.481
H 1.704 1.621 -1.474
H 0.745 -2.330 0.798
H -1.123 -3.055 0.687

Multiplicity: 3
Orbital gap (alpha / beta): 7.6 / 8.6 eV
HOMO (alpha / beta): -6.9 / -10.0 eV
<S²>: 2.008
LUMO energy (alpha / beta): 0.719 / -1.382 eV

(6)
Here is a 2-piece molecular cluster, CH6S overall at a distorted geometry from the Open Molecules 2025 dataset. Energies are from wB97M-V/def2-TZVPD.

Cartesian coordinates (Å):
S 1.397 1.407 1.282
H 1.660 0.121 0.738
H 1.201 0.610 2.297
C -0.851 -0.409 -0.900
H -1.812 0.078 -1.050
H -0.087 0.034 -1.530
H -0.617 -0.344 0.164
H -0.892 -1.497 -0.999

Multiplicity: 2
Total charge: -1
Orbital gap (alpha / beta): 3.0 / 9.2 eV
HOMO (alpha / beta): 1.1 / -4.9 eV
<S²>: 0.751
LUMO energy (alpha / beta): 4.116 / 4.213 eV

(7)
Here is a 2-piece molecular cluster, CH6S2Si overall at a distorted geometry from the Open Molecules 2025 dataset. Energies are from wB97M-V/def2-TZVPD.

Cartesian coordinates (Å):
C 0.744 -1.079 -0.302
Si -0.558 0.018 0.499
S 2.454 -0.401 0.010
S -2.444 -0.653 -0.103
H 0.676 -2.043 0.322
H 0.729 -1.371 -1.272
H -0.066 1.692 -0.323
H -0.281 -0.076 1.910
H 2.273 0.904 -0.212
H -3.148 0.413 0.344

Orbital gap: 9.8 eV
HOMO: -9.3 eV
LUMO energy: 0.530 eV

(8)
Here is a 3-piece molecular cluster, CH7BNO3 overall at a distorted geometry from the Open Molecules 2025 dataset. Energies are from wB97M-V/def2-TZVPD.

Cartesian coordinates (Å):
B 3.517 0.036 0.092
C -1.018 1.594 -0.020
N -0.297 0.521 -0.071
O -1.663 -1.926 0.194
O 4.641 -0.443 -0.233
O 2.466 0.642 0.165
H -2.139 1.577 -0.129
H -0.545 2.589 0.124
H -1.691 -2.756 0.765
H 0.724 0.449 -0.081
H -0.670 -0.395 -0.056
H -2.565 -1.826 -0.178
H 5.262 -1.039 0.154

Total charge: +1
Orbital gap: 11.2 eV
HOMO: -15.8 eV
LUMO energy: -4.599 eV

(9)
Here is a 3-piece molecular cluster, CH7BrN3 overall at a distorted geometry from the Open Molecules 2025 dataset. Energies are from wB97M-V/def2-TZVPD.

Cartesian coordinates (Å):
C -0.622 -1.970 0.553
N -1.012 -3.227 0.437
N -0.226 -0.892 0.709
N 0.735 1.638 0.638
Br 0.437 2.833 -2.342
H 0.465 2.241 -3.625
H -1.584 -3.303 -0.394
H -0.988 -3.930 1.144
H 0.376 0.712 1.009
H 1.354 1.721 -0.178
H 1.170 1.972 1.500
H -0.106 2.204 0.549

Total charge: +1
Orbital gap: 11.0 eV
HOMO: -14.2 eV
LUMO energy: -3.192 eV

(10)
Here is a 2-piece molecular cluster, CH7N2 overall at a distorted geometry from the Open Molecules 2025 dataset. Energies are from wB97M-V/def2-TZVPD.

Cartesian coordinates (Å):
N 0.653 0.288 -1.580
H 1.151 1.091 -1.951
H -0.145 0.132 -2.188
H 0.053 0.300 -0.186
H 1.294 -0.498 -1.598
C -0.982 -0.562 1.442
N -0.054 0.194 0.969
H -2.003 -0.278 1.197
H -0.748 -1.064 2.383
H 0.781 0.397 1.511

Total charge: +1
Orbital gap: 10.8 eV
HOMO: -16.1 eV
LUMO energy: -5.380 eV

(11)
Here is a 2-piece molecular cluster, CH7N2 overall at a distorted geometry from the Open Molecules 2025 dataset. Energies are from wB97M-V/def2-TZVPD.

Cartesian coordinates (Å):
C -2.011 -0.111 0.097
N -0.802 0.162 -0.258
N 1.812 -0.109 0.081
H -2.901 0.200 -0.354
H -2.073 -0.735 0.930
H 0.552 -0.158 -0.012
H -0.940 0.876 -0.956
H 2.176 -0.815 0.704
H 2.211 -0.043 -0.808
H 1.976 0.732 0.574

Total charge: +1
Orbital gap: 12.7 eV
HOMO: -16.6 eV
LUMO energy: -3.896 eV

(12)
Here is a 2-piece molecular cluster, CH7N2O overall at a distorted geometry from the Open Molecules 2025 dataset. Energies are from wB97M-V/def2-TZVPD.

Cartesian coordinates (Å):
O -1.498 1.343 -0.717
H -0.147 0.401 -0.727
H -1.776 1.775 -1.557
H -2.182 1.790 -0.208
N 0.709 0.183 -0.094
C 0.609 -1.034 0.670
N 1.550 -1.897 0.793
H 0.473 1.034 0.516
H 1.716 0.315 -0.417
H -0.503 -1.111 0.826
H 1.050 -2.798 0.914

Multiplicity: 2
Orbital gap (alpha / beta): 3.7 / 8.3 eV
HOMO (alpha / beta): -3.6 / -8.5 eV
<S²>: 0.754
LUMO energy (alpha / beta): 0.057 / -0.165 eV

(13)
Here is a 2-piece molecular cluster, CH7N2O2Si overall at a distorted geometry from the Open Molecules 2025 dataset. Energies are from wB97M-V/def2-TZVPD.

Cartesian coordinates (Å):
C 0.204 0.632 -0.334
N 0.175 -0.545 0.002
N -1.543 1.558 -0.525
O -0.795 -1.238 0.458
O -1.865 2.100 0.734
Si 1.688 -1.852 0.072
H 1.085 1.202 -0.709
H -1.194 2.189 -1.125
H -1.660 -0.761 0.687
H -1.806 3.018 0.947
H 2.699 -0.855 -0.440
H 1.767 -2.643 1.262
H 1.246 -2.804 -1.029

Total charge: +1
Orbital gap: 9.7 eV
HOMO: -14.2 eV
LUMO energy: -4.517 eV

(14)
Here is a 2-piece molecular cluster, CH7N2S overall from the Open Molecules 2025 dataset. Energies are from wB97M-V/def2-TZVPD.

Cartesian coordinates (Å):
S 2.158 0.125 0.036
H 1.935 1.412 -0.267
N -1.629 -0.781 -1.034
C -1.346 -0.494 0.387
N -1.187 0.909 0.649
H -1.563 -1.796 -1.163
H -0.793 -0.447 -1.519
H -0.436 -0.988 0.730
H -2.177 -0.873 0.993
H -1.964 1.415 0.239
H -0.311 1.252 0.263

Total charge: -1
Orbital gap: 7.1 eV
HOMO: -2.8 eV
LUMO energy: 4.390 eV

(15)
Here is an isolated ion of composition CH7N2Si and charge +1 at a distorted geometry from the Open Molecules 2025 dataset. Energies are from wB97M-V/def2-TZVPD.

Cartesian coordinates (Å):
C -0.915 -0.361 -0.649
N -0.235 -0.775 0.397
N -0.792 0.831 -1.222
Si 1.282 -0.087 1.132
H -1.729 -1.069 -1.129
H -0.507 -1.850 0.581
H -1.452 1.289 -1.843
H -0.203 1.515 -0.736
H 1.005 -0.040 2.535
H 2.277 -0.862 0.373
H 1.270 1.410 0.560

Total charge: +1
Orbital gap: 12.0 eV
HOMO: -15.7 eV
LUMO energy: -3.730 eV
SMILES: [NH2+]=CN[SiH3]

(16)
Here is a 2-piece molecular cluster, CH7N3O overall from the Open Molecules 2025 dataset. Energies are from wB97M-V/def2-TZVPD.

Cartesian coordinates (Å):
N 0.711 -1.477 -1.484
C 0.171 -0.572 -0.611
N -1.162 -0.296 -0.832
N 0.791 0.015 0.335
H 1.696 -1.647 -1.405
H 0.172 -2.062 -2.100
H -1.730 -1.072 -1.135
H -1.612 0.329 -0.185
H 1.797 -0.136 0.388
H -0.465 1.259 1.816
H 0.326 2.536 2.167
O -0.508 2.084 2.326

Orbital gap: 10.0 eV
HOMO: -9.3 eV
LUMO energy: 0.698 eV
SMILES: N=C(N)N.O

(17)
Here is a 2-piece molecular cluster, CH7N4S overall at a distorted geometry from the Open Molecules 2025 dataset. Energies are from wB97M-V/def2-TZVPD.

Cartesian coordinates (Å):
C -0.646 -0.249 0.274
N -1.515 -0.181 1.128
N -0.745 -1.305 -0.961
N 0.489 0.452 0.092
N 1.523 -0.287 -0.543
S -0.712 2.560 2.376
H 0.281 -1.268 -0.930
H -1.135 -2.184 -0.557
H 0.747 1.111 0.724
H -1.096 -1.069 -1.940
H 2.210 0.278 -1.197
H 2.095 -0.636 0.218
H -1.495 2.777 1.315

Total charge: +1
Orbital gap (alpha / beta): 5.4 / 5.6 eV
HOMO (alpha / beta): -13.2 / -13.4 eV
LUMO energy (alpha / beta): -7.828 / -7.844 eV

(18)
Here is a 2-piece molecular cluster, CH7N5S overall at a distorted geometry from the Open Molecules 2025 dataset. Energies are from wB97M-V/def2-TZVPD.

Cartesian coordinates (Å):
C -8.578 -2.134 -1.220
N -8.452 -1.149 -0.643
N 5.882 -0.091 0.650
N 6.679 2.157 0.740
N -8.165 -0.197 0.092
N 6.443 1.065 0.005
S 5.714 -1.581 -0.056
H -8.621 -2.953 -1.988
H 6.472 2.126 1.756
H 6.754 3.008 0.331
H -8.899 0.486 0.178
H -7.123 0.091 0.075
H 6.837 1.045 -0.942
H 5.058 -1.872 1.021

Total charge: +2
Orbital gap (alpha / beta): 8.5 / 7.9 eV
HOMO (alpha / beta): -15.6 / -15.1 eV
LUMO energy (alpha / beta): -7.075 / -7.181 eV

(19)
Here is a 2-piece molecular cluster, CH7NO overall at a distorted geometry from the Open Molecules 2025 dataset. Energies are from wB97M-V/def2-TZVPD.

Cartesian coordinates (Å):
C 1.198 0.910 0.578
N 1.362 0.576 -0.850
H 1.910 0.343 1.146
H 0.236 0.564 0.950
H 1.206 1.993 0.672
H 1.309 -0.437 -0.928
H 0.549 0.943 -1.335
H -1.948 -1.256 -0.317
H -3.050 -2.259 -0.092
O -2.772 -1.376 0.175

Orbital gap: 10.1 eV
HOMO: -9.5 eV
LUMO energy: 0.640 eV
SMILES: CN.O

(20)
Here is a 2-piece molecular cluster, CH7NO overall at a distorted geometry from the Open Molecules 2025 dataset. Energies are from wB97M-V/def2-TZVPD.

Cartesian coordinates (Å):
C -1.173 -0.387 -0.070
H 2.368 -0.979 0.294
H 1.505 0.245 0.287
H -0.120 1.182 -0.898
H -0.362 1.294 0.786
H -1.250 -0.906 0.891
H -2.240 -0.006 -0.270
H -0.935 -1.067 -0.869
N -0.183 0.667 -0.032
O 2.390 -0.044 -0.119

Orbital gap: 10.5 eV
HOMO: -9.6 eV
LUMO energy: 0.911 eV
SMILES: CN.O

The records above give, respectively, relative energy (zero: lowest compared OMol25 entry of this formula, charge and spin) values of 0.0, 3.6, 50.3, 65.2, 0.0, 5.9, 18.1, 23.1, 0.2, 20.7, 13.0, 57.2, 89.8, 3.9, 7.5, 17.6, 132.6, 17.7, 6.1, 6.6 kcal/mol.